1.
Molecular formula: C42H57ClFFeN6O5SbSi3
Method: DFT, ωB97M-V/def2-TZVPD

```
117
C42H57ClFFeN6O5SbSi3, DFT ωB97M-V/def2-TZVPD
Fe -0.03 -1.12 -0.16
O 2.92 -1.18 -6.09
C 3.55 -0.84 -5.08
O 4.65 -0.35 -4.86
C 2.68 -1.02 -3.77
C 1.58 -1.87 -3.78
C 0.80 -1.93 -2.64
N 1.00 -1.01 -1.66
C 2.26 -0.53 -1.48
C 3.09 -0.42 -2.58
C 2.64 -0.52 -0.08
C 3.82 0.02 0.44
C 4.11 -0.15 1.77
C 3.24 -0.90 2.57
C 2.10 -1.40 1.99
N 1.78 -1.21 0.71
C -0.05 -3.00 -2.16
C -0.52 -4.09 -2.89
C -1.17 -5.11 -2.23
C -1.32 -5.03 -0.84
C -0.87 -3.90 -0.19
N -0.28 -2.89 -0.82
H 1.41 -2.52 -4.63
H 4.08 0.02 -2.53
H 4.48 0.58 -0.21
H 5.01 0.27 2.20
H 3.46 -1.09 3.61
H 1.40 -2.00 2.56
H -0.36 -4.12 -3.96
H -1.55 -5.96 -2.77
H -1.79 -5.83 -0.29
H -0.98 -3.77 0.88
C -2.47 2.29 6.35
C -1.08 1.80 5.94
N -1.11 0.93 4.77
C -0.79 1.46 3.56
C -0.70 0.74 2.41
C -0.29 1.46 1.17
O -0.42 2.68 1.10
O 0.22 0.78 0.21
C -1.02 -0.65 2.43
O -0.95 -1.44 1.44
C -1.49 -1.17 3.69
C -1.92 -2.50 3.75
C -2.31 -3.05 4.94
F -2.76 -4.33 4.95
C -2.24 -2.33 6.13
C -1.83 -1.00 6.07
C -1.48 -0.40 4.87
N -2.56 -2.86 7.42
C -2.49 -4.31 7.62
C -2.42 -4.55 9.15
N -2.29 -3.20 9.77
C -3.55 -2.43 9.59
C -3.77 -2.33 8.05
H -2.39 2.88 7.26
H -3.15 1.45 6.52
H -2.90 2.92 5.57
H -0.61 1.26 6.77
H -0.45 2.65 5.71
H -0.56 2.52 3.54
H -1.97 -3.08 2.84
H -1.79 -0.45 7.00
H -1.59 -4.68 7.13
H -3.34 -4.84 7.20
H -1.56 -5.16 9.42
H -3.32 -5.03 9.53
H -1.62 -2.72 9.14
H -1.98 -3.23 10.74
H -3.42 -1.44 10.03
H -4.37 -2.94 10.09
H -3.90 -1.30 7.74
H -4.66 -2.89 7.76
Cl -2.68 0.38 -0.21
C -1.73 -0.82 -1.09
H -1.62 -0.44 -2.10
H -2.37 -1.71 -1.12
C -1.18 3.41 -5.60
Si -0.27 2.07 -4.59
C -1.12 0.43 -5.00
C 1.56 2.02 -5.07
Sb -0.52 2.43 -1.90
Si -2.71 3.93 -1.70
C -2.64 5.36 -2.96
C -4.16 2.81 -2.21
C -2.86 4.65 0.06
Si 1.36 4.23 -1.56
C 0.88 5.43 -0.16
C 2.97 3.31 -1.13
C 1.61 5.21 -3.17
H -0.92 3.29 -6.66
H -0.91 4.42 -5.31
H -2.26 3.31 -5.51
H -1.03 0.22 -6.07
H -2.18 0.43 -4.76
H -0.65 -0.40 -4.47
H 1.77 1.13 -5.65
H 2.23 2.01 -4.21
H 1.82 2.88 -5.69
H -2.86 5.00 -3.96
H -1.66 5.85 -2.98
H -3.38 6.12 -2.71
H -3.81 2.01 -2.86
H -4.92 3.36 -2.75
H -4.62 2.33 -1.35
H -2.55 5.70 0.08
H -2.22 4.10 0.74
H -3.88 4.60 0.43
H 0.47 4.86 0.67
H 0.12 6.14 -0.49
H 1.74 5.99 0.19
H 2.84 2.74 -0.21
H 3.80 4.00 -1.00
H 3.24 2.60 -1.92
H 0.76 5.87 -3.38
H 1.74 4.56 -4.03
H 2.50 5.85 -3.10
```

Properties
Multiplicity ... 2
Net charge ... +1

---

2.
Molecular formula: C42H57ClLiN9O2
Method: DFT, ωB97M-V/def2-TZVPD

```
112
C42H57ClLiN9O2, DFT ωB97M-V/def2-TZVPD
Li 9.62 -11.51 13.00
C 5.88 -9.76 10.06
C 6.56 -11.14 10.03
C 5.59 -12.31 10.23
C 7.36 -11.45 8.76
C 7.15 -10.75 7.56
C 7.93 -10.96 6.40
C 8.87 -11.97 6.46
C 9.10 -12.73 7.64
C 9.98 -13.94 7.37
C 9.17 -15.20 7.07
C 10.91 -14.27 8.54
C 8.41 -12.42 8.83
N 8.79 -12.86 10.12
C 8.37 -14.01 10.62
O 7.64 -14.84 10.03
C 8.80 -14.40 12.03
C 8.45 -15.70 12.41
C 8.85 -16.18 13.63
C 9.50 -15.33 14.49
C 9.84 -14.04 14.04
N 9.49 -13.59 12.82
C 10.67 -13.19 14.96
O 10.93 -13.69 16.08
N 11.07 -11.99 14.51
C 11.75 -11.30 15.53
C 11.02 -10.41 16.34
C 11.64 -9.72 17.35
C 13.00 -9.91 17.57
C 13.71 -10.76 16.75
C 13.12 -11.42 15.68
C 14.05 -12.17 14.78
C 14.17 -11.42 13.43
C 13.65 -13.65 14.53
C 9.57 -10.22 16.12
C 8.79 -11.25 16.96
C 9.06 -8.82 16.36
H 5.49 -9.59 11.06
H 5.12 -9.74 9.31
H 6.58 -8.97 9.77
H 7.27 -11.22 10.85
H 4.77 -12.32 9.50
H 5.17 -12.26 11.23
H 6.07 -13.28 10.11
H 6.36 -10.08 7.47
H 7.79 -10.36 5.53
H 9.52 -12.16 5.63
H 10.61 -13.70 6.48
H 8.42 -15.34 7.84
H 9.73 -16.10 7.08
H 8.66 -15.20 6.10
H 10.34 -14.75 9.33
H 11.35 -13.36 8.90
H 11.67 -14.98 8.17
H 7.92 -16.27 11.68
H 8.65 -17.21 13.91
H 9.73 -15.53 15.51
H 11.13 -9.09 18.01
H 13.47 -9.33 18.35
H 14.78 -10.84 16.89
H 15.02 -12.16 15.24
H 13.19 -11.46 12.95
H 14.87 -11.94 12.75
H 14.57 -10.43 13.59
H 12.91 -13.77 13.73
H 13.26 -14.12 15.41
H 14.52 -14.19 14.21
H 9.30 -10.47 15.11
H 8.93 -11.05 18.03
H 9.15 -12.27 16.80
H 7.72 -11.23 16.77
H 9.27 -8.49 17.36
H 7.99 -8.72 16.13
H 9.50 -8.13 15.67
C 11.93 -15.53 11.39
N 13.20 -14.94 11.05
C 14.37 -15.66 10.93
C 15.38 -14.74 10.74
N 14.80 -13.48 10.62
C 13.51 -13.66 10.83
H 11.90 -16.59 11.21
H 11.14 -15.05 10.85
H 11.68 -15.31 12.45
H 14.35 -16.70 11.15
H 16.39 -14.95 10.51
H 12.77 -12.84 10.89
C 11.44 -10.27 10.74
N 11.90 -9.14 9.96
C 10.77 -8.45 9.41
N 9.81 -8.04 10.46
C 9.36 -9.22 11.19
N 10.50 -9.91 11.80
C 11.16 -8.97 12.70
N 11.65 -7.80 11.99
C 12.54 -8.24 10.92
C 10.50 -7.14 11.38
H 12.30 -10.74 11.24
H 10.99 -10.96 10.01
H 10.23 -9.11 8.74
H 11.08 -7.56 8.84
H 8.84 -9.89 10.51
H 8.66 -8.88 11.97
H 12.05 -9.47 13.15
H 10.48 -8.65 13.52
H 13.38 -8.82 11.36
H 12.96 -7.36 10.41
H 10.82 -6.27 10.82
H 9.83 -6.81 12.20
Cl 6.85 -9.43 13.61
C 7.44 -11.18 13.51
H 6.60 -11.66 12.98
H 7.17 -11.56 14.52
```

Properties
Net charge ... -2

---

3.
Molecular formula: C42H57IrN7OPS4
Method: DFT, ωB97M-V/def2-TZVPD

```
113
C42H57IrN7OPS4, DFT ωB97M-V/def2-TZVPD
Ir -2.02 -0.37 -1.19
C -4.14 -2.15 -4.49
C -3.28 -1.81 -3.31
N -3.18 -0.61 -2.74
N -3.82 0.48 -3.28
C -3.56 1.72 -2.81
N -4.23 2.73 -3.43
S -2.50 2.04 -1.54
C -2.41 -2.79 -2.72
C -2.29 -4.12 -3.16
C -1.40 -4.96 -2.55
C -0.61 -4.47 -1.49
C -0.77 -3.18 -1.08
N -1.65 -2.34 -1.66
H -4.77 -1.33 -4.83
H -4.81 -2.98 -4.24
H -3.52 -2.46 -5.33
H -4.39 0.33 -4.09
H -4.61 2.59 -4.35
H -3.92 3.66 -3.21
H -2.91 -4.47 -3.97
H -1.30 -5.98 -2.88
H 0.11 -5.10 -1.00
H -0.20 -2.74 -0.28
C -4.39 -2.93 -0.27
C -4.92 -1.92 0.70
C -6.08 -2.22 1.40
C -6.64 -1.33 2.31
C -6.01 -0.11 2.53
C -4.85 0.23 1.86
C -4.21 1.56 2.12
C -4.26 -0.68 0.92
N -3.09 -0.28 0.39
H -5.00 -3.82 -0.26
H -3.36 -3.21 -0.03
H -4.38 -2.53 -1.28
H -6.56 -3.17 1.22
H -7.54 -1.59 2.85
H -6.43 0.60 3.23
H -4.80 2.14 2.82
H -4.09 2.13 1.19
H -3.21 1.43 2.52
S 5.11 -1.00 -4.92
C 3.69 -0.33 -4.37
S 2.16 -1.10 -4.69
C 1.34 0.12 -3.74
N 2.14 1.02 -3.26
N 3.45 0.79 -3.64
C 4.38 1.75 -3.16
C 5.63 1.92 -3.74
C 6.50 2.87 -3.22
C 6.15 3.64 -2.13
C 4.89 3.48 -1.57
C 4.01 2.54 -2.08
S -0.35 0.02 -3.51
H 5.92 1.33 -4.59
H 7.47 2.99 -3.68
H 6.83 4.38 -1.73
H 4.58 4.09 -0.73
H 3.02 2.43 -1.66
O -0.23 -0.29 -0.01
P 0.84 0.37 0.81
C 0.75 -0.43 2.47
C -0.73 -0.67 2.83
C -0.90 -0.98 4.32
C 0.29 -1.77 4.83
C 1.56 -0.92 4.78
C 1.50 0.14 3.67
C 0.60 2.18 0.63
C 1.75 3.13 0.98
C 1.81 3.51 2.45
C 0.46 4.05 2.93
C -0.66 3.05 2.66
C -0.73 2.68 1.18
C 2.43 0.00 0.02
C 3.69 0.30 0.85
C 4.31 -0.98 1.42
C 4.77 -1.90 0.29
C 3.86 -1.81 -0.94
C 2.44 -1.43 -0.54
H 1.21 -1.40 2.24
H -1.12 -1.50 2.23
H -1.35 0.18 2.54
H -1.84 -1.53 4.47
H -1.00 -0.05 4.89
H 0.41 -2.67 4.22
H 0.12 -2.12 5.85
H 2.43 -1.56 4.63
H 1.71 -0.41 5.73
H 2.52 0.44 3.41
H 0.99 1.03 4.03
H 0.52 2.16 -0.47
H 1.58 4.04 0.39
H 2.71 2.73 0.64
H 2.59 4.26 2.60
H 2.09 2.64 3.06
H 0.24 4.98 2.39
H 0.50 4.30 3.99
H -1.62 3.46 2.98
H -0.49 2.15 3.26
H -1.01 3.57 0.61
H -1.51 1.93 1.01
H 2.42 0.67 -0.85
H 3.48 1.01 1.66
H 4.43 0.79 0.21
H 3.57 -1.48 2.05
H 5.15 -0.73 2.07
H 4.80 -2.93 0.65
H 5.79 -1.65 0.01
H 3.86 -2.75 -1.49
H 4.24 -1.05 -1.64
H 2.08 -2.14 0.21
H 1.75 -1.49 -1.39
```

---

4.
Molecular formula: C42H58AsMnO7SSi
Method: DFT, ωB97M-V/def2-TZVPD

```
111
C42H58AsMnO7SSi, DFT ωB97M-V/def2-TZVPD
Mn 1.00 0.40 -0.35
O 1.66 4.26 -1.57
C 1.99 3.08 -1.53
O 1.78 2.28 -0.54
C 2.76 2.50 -2.72
C 3.78 1.45 -2.29
C 4.78 1.18 -3.42
C 3.90 0.38 -4.42
C 2.57 0.32 -3.66
O 3.01 0.23 -2.29
C 1.86 1.68 -3.71
C 0.37 1.53 -3.39
O -0.41 1.85 -4.30
O 0.01 1.04 -2.25
H 3.24 3.33 -3.23
H 4.21 1.61 -1.30
H 5.62 0.59 -3.06
H 5.17 2.11 -3.84
H 4.29 -0.62 -4.59
H 3.78 0.87 -5.38
H 1.93 -0.53 -3.92
H 1.88 2.09 -4.71
O 1.52 -1.74 -0.62
S 1.84 -2.60 -1.81
C 1.76 -4.29 -1.16
C 0.77 -5.06 -2.04
C -0.39 -4.08 -2.26
C 0.26 -2.78 -2.72
H 1.38 -4.15 -0.15
H 2.77 -4.70 -1.13
H 0.45 -5.98 -1.56
H 1.23 -5.32 -2.99
H -0.91 -3.91 -1.32
H -1.11 -4.45 -2.99
H -0.31 -1.88 -2.47
H 0.51 -2.79 -3.79
C 2.97 -1.05 4.13
C 2.38 -1.00 2.71
C 1.47 -2.23 2.53
C 3.56 -1.15 1.74
Si 1.32 0.60 2.23
C 2.33 2.15 2.87
C 1.73 3.45 2.30
C 2.41 2.30 4.40
C 3.77 2.06 2.33
C -0.29 0.53 3.33
C -1.30 -0.37 2.62
C -0.12 0.02 4.77
C -0.95 1.91 3.40
H 3.43 -2.04 4.31
H 2.23 -0.89 4.91
H 3.77 -0.30 4.27
H 2.07 -3.15 2.60
H 0.97 -2.22 1.55
H 0.70 -2.28 3.31
H 4.05 -2.13 1.91
H 4.32 -0.38 1.88
H 3.25 -1.11 0.70
H 0.73 3.65 2.71
H 1.65 3.42 1.22
H 2.37 4.30 2.58
H 1.43 2.52 4.84
H 3.08 3.14 4.64
H 2.80 1.40 4.89
H 3.78 1.87 1.25
H 4.35 1.28 2.84
H 4.28 3.02 2.51
H -0.92 -1.38 2.42
H -1.57 0.06 1.66
H -2.22 -0.47 3.22
H 0.12 -1.05 4.78
H -1.06 0.15 5.32
H 0.67 0.55 5.32
H -1.11 2.34 2.40
H -0.38 2.63 3.99
H -1.95 1.82 3.87
O -0.91 -0.78 -0.48
As -2.43 -0.18 -0.79
C -3.57 -1.02 0.55
C -4.61 -0.39 1.20
C -5.31 -1.06 2.20
C -4.95 -2.35 2.56
C -3.90 -2.98 1.91
C -3.20 -2.31 0.91
C -2.83 1.70 -0.71
C -4.13 2.08 -1.03
C -4.47 3.43 -0.98
C -3.52 4.38 -0.64
C -2.22 4.00 -0.35
C -1.87 2.65 -0.36
C -3.19 -0.85 -2.44
C -4.17 -1.84 -2.41
C -4.72 -2.30 -3.60
C -4.30 -1.76 -4.81
C -3.33 -0.77 -4.83
C -2.77 -0.30 -3.65
H -4.88 0.63 0.95
H -6.13 -0.56 2.71
H -5.49 -2.86 3.35
H -3.60 -3.99 2.19
H -2.36 -2.78 0.42
H -4.86 1.34 -1.34
H -5.49 3.73 -1.21
H -3.79 5.43 -0.62
H -1.45 4.73 -0.13
H -0.88 2.38 -0.11
H -4.50 -2.25 -1.47
H -5.48 -3.07 -3.58
H -4.75 -2.11 -5.74
H -3.01 -0.34 -5.78
H -2.03 0.49 -3.68
```

Properties
Multiplicity ... 2
Net charge ... -1

---

The records above yield F_max values of 2.37, 1.96, 2.16, 1.06 eV/Å, respectively.
The records above yield total energy values of -5271.712109, -2745.741519, -4131.596903, -6236.350829 Ha, respectively.